[1]
A 3-piece molecular cluster, C28H54F2I2O6PSSi overall in a non-equilibrium geometry. Source: the Open Molecules 2025 dataset; level of theory: ωB97M-V/def2-TZVPD.

The geometry in ORCA input format:
```
! RIJCOSX wB97M-V def2-TZVPD def2/J DEFGRID3
* xyz -1 1
H -5.51121 -2.08948 2.79581
O 1.01709 0.82752 -0.00411
O 0.63146 -1.69903 -0.30324
H -2.69582 -1.36707 0.85547
H -0.23623 4.36062 -3.44744
C -0.64986 -0.94281 -0.27014
H 1.83880 -1.01083 1.33361
C 1.32065 4.55315 -1.60132
C -7.61893 -2.56675 2.60259
H -0.30726 -9.12132 0.03773
H 3.64793 2.86888 2.26814
H -1.69114 -8.69920 -2.01098
O -3.21698 -0.10307 -2.10034
F 4.87084 -0.48157 0.38476
H 5.59451 0.09135 -3.56499
H 3.51836 5.85885 3.05554
I -0.52850 -1.38067 3.24034
H -0.55163 -7.48367 -2.55752
H -7.98062 -1.55246 2.79060
H 5.76355 4.54859 -0.35459
H -0.23542 -6.29281 0.39070
H 1.06820 6.30794 -5.08982
C -5.60396 0.32838 1.57630
H 2.80652 7.12263 1.79204
C 3.70305 1.86494 0.10244
H -2.16628 2.16017 4.99577
P 2.03201 -0.63622 -0.07444
H 0.19167 -4.18534 -0.91779
H 0.77493 3.72458 -0.95899
H 4.40752 6.96087 -1.51403
H -0.55609 2.97324 4.42501
H -5.77640 0.12943 2.63693
F 3.42135 0.33834 2.03966
H 3.39698 7.64799 -4.05744
H 2.79094 -1.89308 -0.09485
C -1.18890 1.96293 4.36825
C -0.32372 0.43213 0.54402
H -1.79537 -2.90543 0.02355
C 4.76321 0.44712 -2.78420
C 2.68334 5.26659 -1.03652
C 2.80412 5.97611 2.11596
O -2.19955 -2.25021 -2.85276
H 1.72906 5.65719 2.49576
H 4.29207 -1.65561 -1.81268
C -0.28186 -5.05291 -1.38921
H 0.90077 -7.97907 -0.54990
H -5.86173 1.37546 1.38778
H 0.68649 0.99715 2.50663
C 2.82559 6.81590 -3.45066
H -2.59065 1.06764 2.76796
H 4.26764 1.39018 -3.26306
H 3.67669 -1.39076 -3.57154
C 3.44275 6.43395 -1.96344
H -5.85710 -3.60076 1.97561
C 1.48745 6.04578 -4.00756
H -7.49899 -0.47080 0.88826
H -0.56648 1.16432 4.95544
H 0.49296 -5.60362 -1.92897
C 0.72160 4.92903 -3.08034
H -7.68094 -3.12347 3.54353
C 2.30261 -0.55603 -1.96057
C 3.58113 0.29507 0.53030
Si 3.44349 4.81037 0.66971
C -0.96603 -7.95470 -1.66120
O -6.05776 -1.96254 0.79673
H -4.31539 -2.23554 -1.61008
H 5.53381 6.29541 0.32261
O -1.70126 -7.00380 -0.89653
H 0.58033 -9.45229 -1.47032
H -8.29548 -3.02629 1.87499
H -1.67409 -5.30556 0.21209
C 5.37639 5.15002 0.59304
C 3.12077 2.94539 1.19949
H 3.25936 2.15746 -0.93427
C -6.19232 -2.56323 2.08144
H 4.87300 2.09526 0.02553
H 5.39267 0.77627 -1.82447
S -3.05183 -1.61070 -1.68902
H 1.96004 2.80956 1.43134
C -0.34907 0.50780 2.16957
C -1.51220 1.52277 2.79350
H -4.53373 0.18886 1.38729
H -6.27142 -0.30436 -0.35273
H 5.92598 4.83670 1.58444
H 1.66247 -1.48227 -2.37382
C -0.95831 -5.92164 -0.34302
H -1.43986 2.53934 2.17661
H -0.74800 -0.60199 -1.41071
H -0.99521 1.35871 0.23408
C -6.42906 -0.59103 0.69387
I 1.24029 1.13799 -2.95547
H -1.00855 -4.70060 -2.12819
C -2.06162 -1.74505 -0.06057
C 0.11340 -8.66757 -0.86656
C 3.79701 -0.83269 -2.52237
*
```

Computed properties:
energy above the lowest of the compared OMol25 structures with the same formula, charge and spin	356.7	kcal per mole
lowest unoccupied orbital energy	0.0763	Ha
E_HOMO	-4.862	eV
HOMO-LUMO gap	6.94	eV


[2]
C28H54IrP2Si as an isolated structure in a non-equilibrium geometry. Source: the Open Molecules 2025 dataset; level of theory: ωB97M-V/def2-TZVPD.

The geometry in ORCA input format:
```
! RIJCOSX wB97M-V def2-TZVPD def2/J DEFGRID3
* xyz 2 6
C -1.64324 -0.86824 2.11548
H 2.30548 1.24302 -2.53598
H 2.18852 0.73891 2.66864
C -2.37094 2.57997 2.57139
C -0.38133 -1.24130 1.45356
C 0.27356 1.59236 -6.15826
C 0.91079 -0.72356 1.76386
H -0.86198 3.30150 -4.08170
H 0.53825 4.52406 -2.05745
C -0.00922 4.35761 1.92984
C -2.24655 -0.63880 -6.05245
Si -1.37950 3.33828 1.14962
H -3.56716 3.92071 0.12516
H 2.35474 0.47564 -0.93659
H 2.29972 -3.82807 -0.73731
C -1.41217 -1.27169 -7.13856
H 3.28522 2.91937 -0.38279
C 0.11153 -1.39017 -6.81959
C -2.60363 4.43680 0.24870
H -3.73059 2.55541 -2.42514
H -3.16846 1.91366 2.21078
C 1.22376 0.24012 2.84617
C -1.37713 -2.89499 -0.22525
C 3.30984 -1.12728 0.89295
H -1.56804 2.71169 -6.31554
H -3.77462 1.15299 -3.57756
H 0.91127 0.28973 -1.94987
C 0.57495 0.53521 -5.11437
Ir -1.10127 -0.33729 -4.44783
H -2.13390 -2.19881 -0.61679
H 0.69623 -0.88263 -7.60313
C -0.25208 -2.14319 0.36479
H -1.86548 -3.55828 0.50896
H -1.28076 1.70144 -0.80110
H -1.05150 -3.51250 -1.06379
C -2.14429 0.75797 -5.73821
H 3.77508 -1.77736 1.65496
H -1.74491 -1.33749 3.10610
C 1.83935 -1.32467 0.87171
H -1.68162 3.89730 -2.65219
H -0.52748 -2.31488 -2.98329
H -3.20065 -1.12610 -5.81034
C -1.22856 1.68576 -6.52750
H -2.85196 3.41409 3.10924
H -1.58578 -2.90290 -4.31304
H -2.99664 1.24363 -5.25462
H -2.28042 -2.03878 -2.91507
C 0.52325 -0.87859 -5.45142
C -0.54831 2.04012 0.00145
H 0.44583 1.01684 2.93377
H -1.75006 2.03994 3.30040
H -0.39945 1.12146 0.59336
C -1.41781 -2.09174 -3.58684
C 2.32497 3.07561 0.14164
C 1.12141 -2.18417 -0.00665
P -1.55160 1.45719 -2.74411
C 0.48332 3.47036 -2.35624
H 1.28655 3.32770 -3.10096
H -2.50298 -1.18937 1.51423
C 1.73076 -2.96100 -1.11013
H 0.87893 1.41132 -7.06450
H -1.72705 0.22026 2.24731
H 3.76175 -1.38604 -0.07411
H -3.68292 0.86094 -1.80692
H 3.58056 -0.08730 1.13534
H 0.61075 2.55638 -5.74104
C -3.36836 1.53726 -2.62460
H 0.44135 5.05857 1.21600
H -0.45569 4.93851 2.74823
H -1.79580 -2.27944 -7.36297
H -1.33116 1.54072 -7.61797
H 1.30581 0.79366 -4.33182
H 0.38720 -2.45610 -6.85487
H -2.77630 5.32928 0.87181
H 2.35169 2.49759 1.08289
H 2.21493 4.13837 0.38912
C 1.69572 0.99137 -1.64958
H 0.96532 -3.33908 -1.79574
C -0.90814 3.18220 -2.98719
P 0.98244 2.49215 -0.89002
H -2.24487 4.76749 -0.73330
H 1.28394 -0.26811 3.82538
H 2.42639 -2.33504 -1.69151
H -1.51176 -0.70934 -8.07599
H 1.24619 -1.48987 -4.89535
H 0.78940 3.73504 2.35630
*
```

Computed properties:
energy above the lowest of the compared OMol25 structures with the same formula, charge and spin	0.0	kcal per mole
expectation value of S²	8.76
lowest unoccupied orbital energy (spin up / spin down)	-0.1642 / -0.3073	Ha
E_HOMO (spin up / spin down)	-11.153 / -12.511	eV
HOMO-LUMO gap (spin up / spin down)	6.68 / 4.15	eV


[3]
A 12-piece molecular cluster, C28H55Cl22F3N3 overall in a non-equilibrium geometry. Source: the Open Molecules 2025 dataset; level of theory: ωB97M-V/def2-TZVPD.

The geometry in ORCA input format:
```
! RIJCOSX wB97M-V def2-TZVPD def2/J DEFGRID3
* xyz 1 1
Cl 2.04319 1.23352 -4.94580
H -4.18142 -8.35037 -1.00479
C -8.86911 -5.51280 -3.49753
H -8.88000 -2.53399 -2.17359
C 0.38422 4.59868 1.60704
H 0.75403 -1.31033 -5.91456
H -1.11703 6.03651 1.04374
C 2.60394 0.41616 -0.50412
C -1.00707 -1.96084 -2.36707
H -0.47723 -0.01666 -8.43557
Cl 0.45437 -1.07391 -2.86820
Cl -1.47771 -1.88036 -6.43956
H 3.55826 8.98240 1.91715
Cl 0.06347 -4.46654 -2.69114
C 4.30416 -3.78638 -0.62533
H 5.72394 1.62136 4.15240
H 3.65111 3.29392 3.63041
H -5.21678 0.66071 0.43088
C 0.36164 -0.42436 -7.86316
H -3.62781 -1.11046 1.35361
H 2.59960 -0.29762 1.52790
H -5.22900 -1.73677 0.92584
C -2.79763 -6.86881 -1.79582
H -2.84614 -7.18594 -2.84174
H -0.25993 3.90786 2.16026
Cl -3.18705 0.87796 -0.72252
H 0.47177 4.23278 0.57975
H -0.21772 3.25145 6.60922
H -1.57536 -1.29116 -1.71480
H -8.82180 -2.48463 -0.40352
H 2.70368 4.02627 -5.41773
C 5.11074 1.46044 6.08112
C 0.75590 2.59149 6.47407
C 3.43806 3.11669 6.06608
C -0.67297 -3.24465 -1.62451
Cl 1.02701 -1.80787 -8.76663
H 4.24302 1.37434 -5.79557
Cl 4.33132 -2.50450 -3.05136
H -10.25291 -6.99437 -2.70651
C 5.20569 -3.03796 -1.59399
H 4.90198 -4.21088 0.18664
H 1.17956 2.28258 7.54253
Cl -6.06857 -2.82162 -2.85876
C -0.17882 6.01084 1.60631
H 1.68973 3.53293 4.55300
H -7.86117 -5.13223 -3.30406
H 3.18389 -0.39524 -0.95450
Cl -3.94305 -5.51658 -1.61401
H 4.38477 3.91662 -5.96631
H -2.49851 -8.89200 -1.12082
H -8.91762 -5.82993 -4.54345
H 2.42826 1.46091 1.39683
H -8.56999 -7.53600 -2.82254
C 3.60018 2.05268 -5.22564
H -1.60852 -2.15642 -3.26050
Cl 2.91586 1.90198 -1.43585
C -4.64849 -0.00897 -0.22138
C 3.42761 3.38736 -5.93279
Cl -8.94346 -6.29564 -0.86861
Cl 5.74473 7.04904 4.19828
C -9.21119 -6.68115 -2.58697
Cl 2.88958 3.19040 -7.61944
Cl -3.57795 -2.51467 -0.54546
H -5.24993 -0.20455 -1.11482
H -0.33144 0.08971 -5.88985
H 6.01325 -3.69416 -1.93260
H 6.70694 0.23175 6.87648
N 4.76074 1.64132 4.59106
H 5.21736 3.70116 4.85229
C -0.05582 -0.80722 -6.45237
H 5.65666 -2.15703 -1.12692
C 4.01738 8.08025 2.33214
C -4.31438 -1.29278 0.52117
H 3.81343 1.84894 7.76027
H -6.27610 -2.62818 -0.51350
Cl 2.01483 4.52511 2.32068
F 0.76162 0.06802 6.49235
H -7.10316 -4.05717 -1.15615
H 0.51393 6.72121 1.14473
H 3.77231 -4.60534 -1.11997
H 4.05659 2.20846 -4.24365
C 1.88510 3.50998 5.72003
C 5.10269 8.46296 3.32553
F -1.14000 1.27186 5.42594
H 4.69311 9.14094 4.08049
Cl -2.87198 -7.65164 0.83311
H 1.14814 0.33546 -7.82466
C 0.32643 1.24019 5.65147
C 2.92844 0.58506 0.97148
N 3.72743 1.74175 6.70502
C -6.93420 -2.98714 -1.31075
H -1.78968 -6.48823 -1.60235
N 6.31305 1.18560 6.68354
Cl 3.09458 -2.71843 0.12964
C -8.26370 -2.24985 -1.31472
H 3.22990 7.48456 2.80463
F 0.98483 1.08219 4.32808
Cl 4.67822 0.75360 1.26034
Cl -8.05193 -0.48133 -1.34767
Cl -10.01453 -4.16057 -3.31572
H 0.01360 -3.06233 -0.79208
Cl -0.54902 6.58829 3.25026
H 1.54175 0.18354 -0.62674
H 1.72850 4.63243 6.09443
H 3.81270 3.83019 6.91454
H 5.94002 8.96761 2.83382
H 6.93180 2.02238 6.90636
C -3.13971 -8.03716 -0.88525
Cl 4.66253 7.15099 0.95597
C 4.23201 3.09092 4.62686
H -1.58758 -3.68864 -1.21984
*
```

Computed properties:
energy above the lowest of the compared OMol25 structures with the same formula, charge and spin	115.0	kcal per mole
lowest unoccupied orbital energy	-0.1972	Ha
E_HOMO	-11.334	eV
HOMO-LUMO gap	5.97	eV